Record 1
Here is a molecular structure, C23H45Cl3EuN2O3PSi from the OMol25 dataset. Energies are from wB97M-V/def2-TZVPD.

Last column: Löwdin charge in e.
Geometry (Å):
1 C 3.129 1.512 -0.059  -0.05
2 C 2.270 2.506 0.620  -0.25
3 H 3.749 1.958 -0.844  0.07
4 H 2.522 0.700 -0.500  0.02
5 H 3.801 1.032 0.674  0.10
6 C 2.339 3.834 0.523  -0.12
7 C 3.324 4.612 -0.279  -0.10
8 H 1.641 4.446 1.101  0.11
9 H 3.992 3.985 -0.885  0.06
10 H 3.957 5.236 0.373  0.08
11 H 2.813 5.312 -0.959  0.07
12 Eu -0.721 -0.378 0.503  1.17
13 Cl 0.443 -1.340 2.464  -0.09
14 Cl 0.914 -1.381 -1.086  -0.04
15 H -4.142 -4.701 0.662  0.10
16 H -2.003 -6.166 0.978  0.10
17 C -3.589 -4.168 -0.122  0.00
18 C -1.547 -5.562 0.186  -0.03
19 N -2.154 -4.253 0.146  -0.16
20 H -3.886 -3.121 -0.146  0.09
21 C -1.436 -3.176 0.329  -0.33
22 O -2.006 -2.052 0.295  -0.27
23 H -0.476 -5.451 0.387  0.10
24 H -0.356 -3.300 0.507  0.09
25 H -3.809 -4.645 -1.086  0.10
26 H -1.684 -6.072 -0.774  0.10
27 H 1.109 2.181 -2.119  0.10
28 H -0.075 4.267 -1.317  0.09
29 C 0.175 1.829 -2.588  -0.02
30 C -0.958 3.911 -1.873  -0.03
31 N -0.958 2.458 -1.922  -0.16
32 H 0.108 0.744 -2.478  0.03
33 C -1.833 1.776 -1.209  -0.32
34 O -1.859 0.524 -1.135  -0.19
35 H -1.867 4.262 -1.368  0.09
36 H -2.585 2.373 -0.682  0.12
37 H 0.172 2.119 -3.647  0.10
38 H -0.930 4.317 -2.891  0.10
39 O 0.268 1.521 0.577  -0.39
40 C 1.181 1.868 1.459  -0.50
41 C -0.620 3.487 2.199  -0.08
42 C 0.527 2.764 2.503  -0.19
43 H -1.084 3.357 1.221  0.09
44 C -1.164 4.355 3.149  -0.11
45 H 1.619 1.005 1.993  0.09
46 C 1.115 2.880 3.756  -0.02
47 H -2.056 4.927 2.898  0.10
48 C -0.568 4.484 4.400  -0.11
49 C 0.570 3.738 4.701  -0.08
50 H 2.009 2.298 3.979  0.12
51 H -0.992 5.163 5.139  0.10
52 H 1.037 3.827 5.679  0.10
53 Si 3.215 -4.284 -4.582  0.08
54 Cl 4.706 -2.888 -4.943  0.29
55 C 1.698 -3.746 -5.534  -0.22
56 C 2.896 -4.306 -2.745  -0.23
57 C 3.838 -5.944 -5.186  -0.23
58 H 1.362 -2.751 -5.208  0.03
59 H 0.867 -4.451 -5.381  0.03
60 H 1.904 -3.696 -6.613  0.03
61 H 4.065 -5.916 -6.262  0.03
62 H 3.087 -6.731 -5.020  0.03
63 H 4.757 -6.237 -4.657  0.03
64 H 2.567 -3.318 -2.386  -0.02
65 H 3.805 -4.582 -2.188  0.04
66 H 2.111 -5.035 -2.488  0.03
67 C -2.804 1.426 4.224  -0.29
68 P -2.302 0.640 2.689  0.76
69 C -2.804 -1.057 3.229  -0.31
70 C -3.567 1.488 1.637  -0.28
71 H -2.207 1.006 5.032  0.05
72 H -3.869 1.239 4.410  0.05
73 H -2.637 2.499 4.163  0.02
74 H -3.703 -0.990 3.832  0.03
75 H -2.991 -1.714 2.380  0.01
76 H -1.983 -1.473 3.837  0.02
77 H -4.496 1.563 2.193  0.03
78 H -3.211 2.517 1.421  0.04
79 H -3.732 0.936 0.711  0.02

total charge	0
molecular weight	715.01	g mol⁻¹
LUMO (spin up / spin down)	0.2312 / 0.2315	eV
⟨S²⟩	12.0119
energy above the lowest of the compared OMol25 structures with the same formula, charge and spin	0.799	eV
2S+1	7
gap between HOMO and LUMO (spin up / spin down)	8.01 / 8.06	eV

---

Record 2
Here is a molecular structure, C16H26B2N6O2Ti from the OMol25 dataset. Energies are from wB97M-V/def2-TZVPD.

Last column: Löwdin charge in e.
Geometry (Å):
1 C 0.814 -0.957 -2.322  -0.07
2 N 1.285 -0.347 -1.185  -0.03
3 N 2.504 -0.931 -0.891  0.01
4 C 2.849 -1.791 -1.874  0.02
5 C 1.791 -1.865 -2.777  0.02
6 B 3.400 -0.592 0.364  -0.39
7 N 3.627 0.976 0.423  0.00
8 N 2.593 1.903 0.340  -0.06
9 C 3.198 3.136 0.364  -0.10
10 C 4.590 2.998 0.420  0.00
11 C 4.827 1.616 0.431  0.02
12 Ti 0.613 1.814 -0.631  1.20
13 N 2.977 -1.353 1.748  -0.04
14 N 1.826 -0.968 2.339  -0.01
15 C 1.505 -1.605 3.377  -0.18
16 C 2.560 -2.517 3.632  -0.05
17 C 3.484 -2.324 2.582  -0.07
18 H 0.574 -1.345 3.874  0.11
19 H 4.469 -2.776 2.344  0.13
20 H 2.581 -3.196 4.506  0.11
21 H 4.486 -1.059 0.133  0.12
22 H 5.760 1.072 0.443  0.15
23 H 3.813 -2.282 -1.879  0.15
24 H 5.313 3.789 0.448  0.12
25 H 1.714 -2.468 -3.653  0.12
26 H 2.559 4.036 0.322  0.12
27 H -0.157 -0.661 -2.720  0.12
28 H -0.085 1.937 1.544  0.13
29 C -0.185 2.841 0.841  -0.10
30 H 0.585 3.583 1.183  0.09
31 H -0.140 3.023 -0.593  0.07
32 H -1.199 3.173 0.869  0.07
33 C -3.677 -1.032 1.142  0.01
34 C -3.085 -0.938 -0.266  -0.46
35 C -3.557 -2.161 -1.032  0.01
36 O -1.651 -0.958 -0.155  0.14
37 B -1.275 0.379 -0.261  -0.39
38 O -2.271 1.265 -0.621  0.08
39 C -3.385 0.444 -0.966  -0.47
40 C -3.429 0.343 -2.491  0.01
41 C -4.592 1.218 -0.479  0.02
42 H -4.774 -1.044 1.087  0.11
43 H -3.361 -0.218 1.808  0.10
44 H -3.371 -1.984 1.596  0.11
45 H -3.292 -3.067 -0.477  0.11
46 H -4.650 -2.132 -1.127  0.12
47 H -3.121 -2.233 -2.035  0.09
48 H -4.377 -0.119 -2.796  0.12
49 H -3.390 1.349 -2.924  0.11
50 H -2.596 -0.244 -2.907  0.09
51 H -4.586 1.334 0.610  0.10
52 H -4.577 2.221 -0.924  0.11
53 H -5.513 0.714 -0.788  0.12

total charge	+2
molecular weight	403.91	g mol⁻¹
LUMO (spin up / spin down)	-9.2263 / -11.0882	eV
⟨S²⟩	2.0170
2S+1	3
gap between HOMO and LUMO (spin up / spin down)	4.30 / 2.42	eV

---

- Look up the molecular weight of the first one.
  715.01 g mol⁻¹

---

- What is the formula in the second record?
  C16H26B2N6O2Ti

---

- What is the ⟨S²⟩ in the second record?
  2.0170